1.
ORCA calculation (ωB97M-V/def2-TZVPD) on a molecular structure, C19H28F9N2O4P3Ti at a distorted geometry.

Cartesian coordinates (Å):
F: 2.1979 -0.2373 -1.4268
C: 3.1341 3.5590 2.9341
H: -2.4017 1.9224 -4.2861
H: -2.9161 -0.3950 -5.0791
H: 2.7088 -2.7148 -0.2008
H: -1.9803 4.4344 -2.0366
F: 1.4654 1.7845 -1.6002
C: 0.5453 -1.8843 2.7999
F: -0.5906 -4.1921 -0.3368
C: 1.0303 0.4707 -1.6791
O: -1.6440 -0.4402 -2.1802
C: -0.7225 4.4395 2.0504
F: -0.9947 -5.0479 -2.4487
H: -1.5259 4.0406 -3.7164
H: -2.6852 -1.7741 -3.9562
H: 3.1072 4.5417 2.4541
C: -0.5904 4.5668 4.4516
H: -0.5791 5.1561 5.3612
H: 3.7100 -0.5496 1.3519
Ti: -0.7330 -0.1786 -0.5665
H: 5.1187 1.9062 1.5013
F: 0.0684 -2.1250 -1.2024
H: 2.3970 3.5599 3.7439
C: -2.1918 0.1118 -3.1332
H: 4.5023 3.1337 0.3584
C: -3.0030 -0.7375 -4.0474
P: 2.6789 2.2626 1.6902
C: 2.8522 0.8024 2.8150
N: -1.0298 2.8004 -0.2391
C: -1.5596 2.3676 -2.3886
C: 2.9374 -0.5764 2.1264
H: -0.7874 6.2708 3.1621
H: 1.5157 -3.6506 0.6900
H: 3.7434 0.9595 3.4301
C: -2.0737 1.5138 -3.3412
H: -0.3070 4.0606 -2.4164
C: -1.3403 3.8173 -2.6665
C: -0.7089 5.1917 3.2165
N: -1.2698 1.8865 -1.1639
H: 1.9815 0.8221 3.4817
H: -0.4103 2.6912 5.4761
C: -0.4964 2.4336 3.3479
F: 1.0198 -4.0686 -1.9428
C: -0.4917 3.1851 4.5154
H: 0.1484 -1.0285 3.3527
O: -0.2452 1.0259 0.9350
H: -0.8112 4.9083 1.0799
C: 4.3022 2.1610 0.8177
H: 1.2126 -2.4654 3.4432
H: 4.2465 1.4253 0.0125
C: -0.6065 3.0551 2.1147
H: 4.1335 3.3956 3.3532
F: 0.8617 0.2884 -3.0436
O: -2.4380 -0.0964 0.2730
H: -4.0496 -0.6621 -3.7411
O: -1.6215 -1.1887 0.7173
H: 3.0212 -3.1441 1.5057
P: 1.4199 -1.3040 1.2935
F: -2.0257 -3.1427 -1.7218
C: 2.2534 -2.8569 0.7789
H: 3.2318 -1.3179 2.8721
H: -0.2996 -2.4971 2.4819
C: -0.6058 2.2149 0.8966
H: -0.4380 1.3499 3.3812
P: -0.5253 -3.6346 -1.8435
F: -0.4346 -2.9786 -3.3094

Calculated values
E_tot ... -106775.2868 eV
Max |F| ... 0.0612 Eh/bohr
Molar mass ... 660.21 g/mol
Relative energy (zero: lowest compared OMol25 entry of this formula, charge and spin) ... 14.6 kcal/mol
⟨S²⟩ ... 0.77
2S+1 ... 2
Net charge ... -1

Electronic structure analysis, Löwdin charges in units of e: -0.03, -0.31, 0.11, 0.09, 0.04, 0.08, -0.01, -0.26, -0.14, -0.52, -0.09, -0.02, -0.15, 0.08, 0.08, 0.03, -0.10, 0.10, 0.06, 0.98, 0.04, -0.27, 0.02, -0.38, 0.03, 0.02, 0.90, -0.42, 0.13, -0.28, -0.40, 0.10, 0.03, 0.07, 0.04, 0.09, -0.03, -0.08, -0.01, 0.06, 0.10, -0.03, -0.14, -0.08, 0.03, -0.16, 0.11, -0.30, 0.04, 0.02, -0.16, 0.03, 0.02, -0.31, 0.10, -0.34, 0.04, 0.92, -0.12, -0.27, 0.06, 0.04, -0.42, 0.11, 0.20, -0.14

=====

2.
ORCA calculation (ωB97M-V/def2-TZVPD) on C19H17NO4 in the gas phase at a distorted geometry.

Cartesian coordinates (Å):
H: -3.1053 1.9742 -1.5425
O: -1.5583 4.9545 0.7651
H: -0.5019 0.3506 2.3360
H: 1.7734 -2.0051 4.3887
H: -0.9027 -1.9830 3.0692
H: 0.9200 -0.4198 3.8307
H: 1.4402 2.1877 1.7757
C: -1.8050 1.3462 0.5249
C: -2.5340 -0.8747 -3.2143
H: -0.3189 4.5188 -2.1497
H: 4.3209 2.7723 -2.2093
C: 3.0369 2.3804 -0.1183
C: -0.9076 0.1389 1.2560
H: -2.4173 -2.9161 -3.8083
H: 2.1793 4.0693 -3.5383
C: 1.5855 2.5967 0.6652
H: 3.9532 1.8292 0.3753
C: 0.3050 3.3903 -0.0602
C: 0.5686 3.9392 -1.6148
O: -0.1856 -3.4931 -2.5134
O: -2.0066 2.5997 1.2705
C: -0.5903 -1.2984 0.4617
N: -2.4765 -2.3861 -2.9073
C: -0.2182 -4.0241 0.7644
C: 0.1922 -2.3487 2.7646
C: 0.3087 -2.5094 1.1038
C: 2.0063 3.7070 -2.4249
C: 3.2782 2.9360 -1.6776
C: -1.2083 -1.4287 -1.0505
H: 1.4645 -2.3353 0.8636
C: -2.1253 -0.2633 -1.7492
H: 2.3130 -1.2601 2.7101
C: -2.4599 1.1569 -1.0024
H: 0.2925 -3.4266 3.2677
H: 0.4438 -4.4075 -0.1514
C: -1.1317 3.6681 0.6958
H: -1.3295 -3.9847 0.3939
H: -0.0605 -4.8098 1.6199
C: -1.1265 -2.6021 -2.1915
O: -2.8030 -0.3051 -4.3916
C: 1.3905 -1.4342 3.4131

Calculated values
E_tot ... -29637.0170 eV
Max |F| ... 0.1815 Eh/bohr
Molar mass ... 323.35 g/mol
Relative energy (zero: lowest compared OMol25 entry of this formula, charge and spin) ... 530.2 kcal/mol
Structure (SMILES) ... CC[C@@H](C)c1cc(OC(=O)c2ccccc2)cc2c1C(=O)NC2=O

Electronic structure analysis, Löwdin charges in units of e: 0.12, -0.01, 0.09, 0.08, 0.12, 0.07, 0.09, -0.13, -0.23, 0.10, 0.09, -0.06, 0.09, 0.13, 0.09, -0.01, 0.08, -0.06, 0.00, -0.02, -0.06, -0.02, 0.08, -0.10, -0.25, -0.30, -0.05, -0.05, 0.02, 0.15, 0.00, 0.08, 0.10, 0.11, 0.09, -0.22, 0.09, 0.08, -0.24, -0.01, -0.15

=====

3.
ORCA calculation (ωB97M-V/def2-TZVPD) on C4H10N2O in the gas phase at a distorted geometry.

Cartesian coordinates (Å):
H: -0.1972 3.1798 -1.8212
H: 2.6349 -0.6843 0.1266
N: -0.5487 2.1981 -0.2490
N: 0.6925 -1.3710 -0.2652
H: 2.4479 -2.4382 0.1578
H: 1.1939 1.0816 -0.8739
H: -1.3644 2.1424 0.3625
H: -2.0106 0.1916 1.3189
H: -2.3884 -0.4620 -0.2848
H: -1.7310 -1.5188 0.9987
H: 0.1678 -2.2434 -0.2348
C: 0.2913 0.8732 -0.3238
C: 1.9624 -1.4932 0.4270
C: -1.6863 -0.5198 0.5544
O: -0.9897 2.7345 -1.4779
C: -0.3185 -0.2067 0.0676
H: 1.8442 -1.4639 1.5171

Calculated values
E_tot ... -9334.0696 eV
Max |F| ... 0.1289 Eh/bohr
Molar mass ... 102.14 g/mol
Relative energy (zero: lowest compared OMol25 entry of this formula, charge and spin) ... 113.4 kcal/mol
Structure (SMILES) ... CN/C(C)=C/NO

Electronic structure analysis, Löwdin charges in units of e: 0.09, 0.06, -0.12, -0.10, 0.08, 0.11, 0.09, 0.08, 0.09, 0.08, 0.08, -0.04, -0.16, -0.04, -0.10, -0.27, 0.07

=====

4.
ORCA calculation (ωB97M-V/def2-TZVPD) on a molecular structure, C7H25BeN12O9 at a distorted geometry.

Cartesian coordinates (Å):
N: -1.0275 -3.2860 -0.7674
H: 4.0674 1.2029 -2.7639
H: -5.7622 0.7114 0.4257
N: 0.8566 2.6210 2.5070
H: -1.5894 -1.7947 -3.9040
O: 1.4877 -0.6524 -0.8709
H: -0.2314 -2.8184 -0.3579
N: -1.3349 -0.8592 -3.6207
C: -0.3667 2.7229 2.9439
O: -1.3717 0.0852 -5.6253
H: -4.0448 -3.8876 -0.5058
N: 4.3803 0.5122 -2.0967
H: 3.6619 0.0188 -1.5863
Be: -1.9920 -0.5900 2.3601
H: 0.8219 1.9445 1.7579
H: 2.9460 -0.7496 3.0077
H: -4.1208 1.1121 -2.4035
O: -3.4859 0.3586 0.5884
N: 2.0615 -0.2770 3.1277
H: -2.5790 0.7480 -1.6653
C: -1.2807 0.2026 -4.4167
N: 6.4431 0.8902 -2.2297
O: -2.6193 -2.2867 0.4231
N: -0.7588 1.1284 -3.6663
N: -0.4326 3.5665 3.9172
H: -2.7895 -4.7868 -1.3321
H: -1.0932 -0.6625 -2.6600
O: -0.6402 0.0574 -0.7563
C: -2.2625 -3.1348 -0.3209
N: -5.2911 1.1041 -0.3768
C: 1.4413 -0.7220 4.2569
H: 1.5878 3.3065 2.6321
H: 1.9345 -0.9923 6.0734
C: 0.3405 -0.4374 -0.2015
H: -0.8276 -4.0403 -1.4087
C: 5.5804 0.0594 -1.8757
O: 5.7477 -0.9880 -1.3482
H: 6.2896 1.8574 -2.4767
N: 2.3378 -0.8329 5.1613
O: 0.2408 -0.7371 4.5467
N: -3.5873 0.7773 -1.6139
N: -3.0682 -4.0364 -0.7163
H: 7.3672 0.6049 -1.9384
O: -1.1460 1.7786 2.8085
H: -5.8386 1.0163 -1.2209
O: 0.2435 -0.5650 1.0007
H: -0.3231 1.9669 -4.0230
H: 1.0904 -0.3009 -1.6710
H: 3.2655 -0.4623 5.0127
H: 0.4271 4.0783 4.0550
H: -0.7983 1.0756 -2.6585
H: 1.3879 -0.0271 2.4178
H: -1.2321 3.7435 4.5085
C: -4.1126 0.6756 -0.4527

Calculated values
E_tot ... -44367.7204 eV
Max |F| ... 0.1627 Eh/bohr
Molar mass ... 430.36 g/mol
Relative energy (zero: lowest compared OMol25 entry of this formula, charge and spin) ... 195.5 kcal/mol
Net charge ... +1

Electronic structure analysis, Löwdin charges in units of e: 0.21, 0.11, 0.14, 0.19, 0.11, 0.14, 0.11, 0.14, -0.73, 0.05, 0.14, 0.15, 0.08, 1.27, 0.11, 0.12, 0.14, -0.04, 0.16, 0.08, -0.75, 0.18, 0.04, 0.15, 0.20, 0.13, 0.04, -0.02, -0.79, 0.20, -0.71, 0.13, 0.13, -0.86, 0.12, -0.88, 0.08, 0.13, 0.17, 0.01, 0.23, 0.20, 0.13, -0.02, 0.13, -0.02, 0.12, 0.10, 0.13, 0.12, 0.06, 0.04, 0.14, -0.76

=====

5.
ORCA calculation (ωB97M-V/def2-TZVPD) on a molecular structure, C18H30HoN4O9.

Cartesian coordinates (Å):
O: -3.3951 -2.4009 0.8740
H: 0.8991 1.2193 3.8797
C: 0.0598 -2.9685 -0.0236
H: -0.9985 -3.2081 -0.1062
H: 0.1877 -1.1068 3.8116
C: 2.5185 1.0963 -1.3975
H: -1.4659 -2.3712 -1.9668
C: 1.7893 -1.9584 -1.4538
O: -1.8220 1.8610 0.8300
H: 2.1905 -2.9820 -1.5234
H: 1.4485 -2.4386 1.5298
C: 0.3261 0.8664 3.0075
O: -0.4522 -1.3406 -4.4481
H: -1.7986 -2.1139 2.7736
C: -0.0014 2.9293 1.8881
O: -2.2760 3.3805 2.4175
H: -3.2372 -0.5087 -2.5208
C: 2.6950 -1.1574 -0.5384
H: 1.5714 -0.8671 2.7670
H: 2.8215 -1.6726 0.4112
H: 0.3475 3.5450 1.0581
O: 0.5789 2.4197 -1.0589
H: 2.1142 0.6480 -2.3062
H: 1.8453 -1.5388 -2.4571
H: 2.2758 2.7578 1.0986
H: 3.6025 1.2288 -1.4931
H: -0.1019 -3.1964 -2.7634
C: 0.5153 -0.6283 2.8746
H: 3.8771 1.0457 0.7355
H: -4.0148 2.4495 -2.5700
H: -4.6205 0.2150 -3.3555
N: 0.3748 -1.9894 -1.0633
H: 2.6079 1.9913 2.6397
H: 2.9704 -0.1448 1.6445
C: -3.5935 0.3889 -3.0253
H: -1.9814 -0.3712 2.4574
C: 1.8540 2.4684 -1.2295
O: 2.5558 3.4708 -1.2310
H: -4.0746 1.3733 -1.1558
H: 0.6024 -3.9115 -0.1978
H: -0.7201 1.0751 3.2326
H: -2.9727 0.5736 -3.9034
C: -2.4951 -1.5760 0.8109
C: -3.5555 1.5771 -2.0955
C: -0.3295 -1.1163 -3.2541
O: -2.1759 -0.8619 -0.2102
O: -0.1266 0.0307 -2.6982
H: 3.6950 -1.1206 -0.9983
C: -0.4214 -2.2728 -2.2656
C: -1.6308 -1.3166 2.0391
H: -2.1450 2.4942 -1.0621
N: 0.6878 1.6339 1.8138
C: 2.8585 0.6984 0.9658
C: 0.3716 -2.4996 1.3875
C: -1.5015 2.7343 1.7286
H: 0.0113 -3.2678 2.0900
H: 0.1964 3.4461 2.8352
C: 2.1261 1.8391 1.6604
N: -0.1964 -1.1899 1.7252
O: -2.1843 1.8865 -1.8182
Ho: -0.4989 0.5539 -0.5390
N: 2.2113 0.1991 -0.2574

Calculated values
E_tot ... -69349.0634 eV
Max |F| ... 0.0170 Eh/bohr
Molar mass ... 611.39 g/mol
Relative energy (zero: lowest compared OMol25 entry of this formula, charge and spin) ... 1.4 kcal/mol
⟨S²⟩ ... 6.00
2S+1 ... 5
Net charge ... -1

Electronic structure analysis, Löwdin charges in units of e: 0.04, 0.13, -0.16, 0.11, 0.13, -0.10, 0.12, -0.15, -0.17, 0.13, 0.10, -0.16, 0.04, 0.13, -0.11, 0.04, 0.06, -0.17, 0.10, 0.10, 0.12, -0.15, 0.11, 0.12, 0.11, 0.13, 0.13, -0.17, 0.13, 0.11, 0.08, -0.20, 0.13, 0.09, -0.07, 0.13, -0.65, 0.03, 0.12, 0.13, 0.12, 0.09, -0.65, -0.27, -0.66, -0.17, -0.17, 0.13, -0.11, -0.10, 0.07, -0.18, -0.15, -0.16, -0.65, 0.13, 0.13, -0.16, -0.17, -0.17, 1.65, -0.18

=====

6.
ORCA calculation (ωB97M-V/def2-TZVPD) on 2 unconnected molecules or ions with the total composition C2H3Cl3 at a distorted geometry.

Cartesian coordinates (Å):
H: 0.1066 -0.3157 -1.4196
Cl: 0.4785 2.4515 -0.0767
Cl: -1.3522 1.2888 1.7168
Cl: 0.7784 -1.7838 0.3503
C: -0.2110 -0.5536 -0.3600
H: 0.9087 0.8084 1.6948
H: -1.2722 -0.4866 -0.2051
C: 0.1591 1.0907 0.8738

Calculated values
E_tot ... -39687.9155 eV
Max |F| ... 0.0862 Eh/bohr
Molar mass ... 133.41 g/mol
Relative energy (zero: lowest compared OMol25 entry of this formula, charge and spin) ... 50.7 kcal/mol

Electronic structure analysis, Löwdin charges in units of e: 0.06, 0.57, 0.52, 0.54, -0.57, 0.05, 0.00, -1.18

=====

> Look up the E_tot of the first one.

-106775.2868 eV